(1)
The following is a quantum chemistry calculation of a gas-phase ion, C4H6NO (charge +1) at a distorted geometry, from the OMol25 dataset.

The HOMO-LUMO gap is 10.689 eV. The energy above the lowest of the compared OMol25 structures with the same formula, charge and spin comes out at 160.9 kJ/mol. The calculation puts the energy at -285.6609 hartree. As for the total charge: +1. The HOMO energy comes out at -15.892 eV. Its LUMO energy is -0.19121 Eh.

CARTESIAN COORDINATES (ANGSTROEM)
H  -0.309  -2.533  0.087
C  -1.375  0.044  0.105
C  0.512  -1.843  -0.019
N  0.294  -0.643  0.226
H  1.329  0.887  -0.811
O  -2.301  -0.661  0.055
C  -0.609  1.307  0.055
H  -0.748  2.249  0.598
H  1.570  1.033  0.926
H  -0.630  1.652  -1.035
C  0.863  0.751  0.183
H  1.404  -2.243  -0.370

=====

(2)
The following is a quantum chemistry calculation of C5H6O2 in the gas phase, from the OMol25 dataset.

The HOMO-LUMO gap is 8.472 eV. The energy above the lowest of the compared OMol25 structures with the same formula, charge and spin comes out at 535.2 kJ/mol. The calculation puts the energy at -344.3981 hartree. The HOMO energy comes out at -9.151 eV. Its LUMO energy is -0.02494 Eh.

CARTESIAN COORDINATES (ANGSTROEM)
H  2.028  0.039  -0.534
H  -1.272  0.180  2.293
C  0.984  0.093  1.201
H  1.119  -0.669  1.986
O  1.770  0.494  -2.521
H  -0.570  1.080  -1.312
C  1.369  0.211  -1.426
C  -0.105  0.116  -1.069
H  -0.595  -0.654  -1.680
C  -0.150  -0.254  0.394
H  -2.112  0.612  0.689
C  -1.360  0.025  1.218
O  -1.106  -1.274  0.761

=====

Please write out number 1 again, unchanged.
The following is a quantum chemistry calculation of a gas-phase ion, C4H6NO (charge +1) at a distorted geometry, from the OMol25 dataset.

The HOMO-LUMO gap is 10.689 eV. The energy above the lowest of the compared OMol25 structures with the same formula, charge and spin comes out at 160.9 kJ/mol. The calculation puts the energy at -285.6609 hartree. As for the total charge: +1. The HOMO energy comes out at -15.892 eV. Its LUMO energy is -0.19121 Eh.

CARTESIAN COORDINATES (ANGSTROEM)
H  -0.309  -2.533  0.087
C  -1.375  0.044  0.105
C  0.512  -1.843  -0.019
N  0.294  -0.643  0.226
H  1.329  0.887  -0.811
O  -2.301  -0.661  0.055
C  -0.609  1.307  0.055
H  -0.748  2.249  0.598
H  1.570  1.033  0.926
H  -0.630  1.652  -1.035
C  0.863  0.751  0.183
H  1.404  -2.243  -0.370

=====

What is the energy in the second record?
-344.3981 hartree

=====

Among the records above, which one has the highest energy?
C4H6NO